No. 1
# C6H13O4Pt

A structure of composition C6H13O4Pt in a non-equilibrium geometry (ωB97M-V with the def2-TZVPD basis set, the Open Molecules 2025 dataset).

Calculated values
Multiplicity: 4
LUMO (spin up / spin down) in eV: -0.6 / -0.8
Relative energy (zero: lowest compared OMol25 entry of this formula, charge and spin) in kcal per mole: 27.8
Frontier orbital gap (spin up / spin down) in eV: 4.003 / 7.862
Net charge: 0

Last column: Löwdin charge in e.
Geometry (Å):
C (-0.931, 0.131, -0.494)  -0.14
O (-0.105, 1.186, -0.904)  -0.23
H (-0.684, -0.783, -1.068)  0.06
H (-0.836, -0.013, 0.595)  0.10
H (-1.987, 0.275, -0.794)  0.08
O (-2.923, -1.772, -3.664)  -0.26
C (-2.245, -2.653, -3.151)  -0.40
C (-0.761, -2.496, -3.012)  -0.38
O (-0.308, -1.299, -3.506)  -0.44
C (0.054, 1.172, -2.535)  -0.06
C (-1.211, 1.862, -2.984)  -0.19
O (-2.185, 0.868, -3.288)  -0.44
C (-3.541, 1.244, -3.111)  -0.06
Pt (-1.605, -0.494, -4.517)  1.22
H (-2.732, -3.507, -2.644)  0.10
H (-0.303, -3.412, -3.447)  0.11
H (-0.557, -2.601, -1.922)  0.10
H (0.882, 1.879, -2.692)  0.12
H (0.617, 0.232, -2.574)  0.12
H (-1.044, 2.528, -3.844)  0.14
H (-1.582, 2.463, -2.135)  0.15
H (-4.117, 0.323, -3.254)  0.10
H (-3.694, 1.580, -2.075)  0.10
H (-3.778, 2.088, -3.777)  0.11

No. 2
# C6H13P

A cluster of 2 separate species, C6H13P in total in a non-equilibrium geometry (ωB97M-V with the def2-TZVPD basis set, the Open Molecules 2025 dataset).

Calculated values
LUMO (spin up / spin down) in eV: -0.3 / -0.5
Relative energy (zero: lowest compared OMol25 entry of this formula, charge and spin) in kcal per mole: 161.0
Frontier orbital gap (spin up / spin down) in eV: 6.915 / 6.406
Net charge: 0

Last column: Löwdin charge in e.
Geometry (Å):
C (-0.513, -0.608, 2.182)  -0.22
C (-1.304, 0.197, 3.026)  -0.20
C (-0.761, -2.074, 2.213)  -0.15
C (-0.008, 1.334, -2.830)  -0.22
C (2.072, 0.282, -1.991)  -0.19
C (0.540, 0.462, -1.754)  -0.76
P (0.338, 1.238, 0.019)  0.79
H (-0.609, 1.104, 3.228)  0.11
H (-1.899, -0.090, 3.849)  0.06
H (-1.949, 0.564, 2.171)  0.11
H (-1.311, -2.294, 3.118)  0.04
H (0.096, -2.745, 2.234)  0.06
H (-1.400, -2.557, 1.287)  0.15
H (-1.140, 1.537, -2.621)  0.09
H (-0.047, 1.103, -3.955)  0.10
H (0.468, 2.276, -2.762)  0.03
H (2.499, -0.462, -2.652)  0.06
H (2.499, 1.270, -2.093)  0.06
H (2.506, -0.151, -1.070)  0.04
H (-0.079, -0.386, -1.600)  0.04

No. 3
# C6H13P

The molecule C6H13P in a non-equilibrium geometry (ωB97M-V with the def2-TZVPD basis set, the Open Molecules 2025 dataset).

Calculated values
LUMO in eV: 0.9
Relative energy (zero: lowest compared OMol25 entry of this formula, charge and spin) in kcal per mole: 38.3
Frontier orbital gap in eV: 9.907
Net charge: 0

Last column: Löwdin charge in e.
Geometry (Å):
C (-1.068, -1.734, -1.118)  0.01
C (-0.856, -0.510, -0.574)  -0.33
C (-1.865, 0.471, 0.037)  -0.08
C (0.537, -0.004, 0.045)  -0.75
C (0.721, 1.463, 0.319)  -0.18
C (0.771, -0.841, 1.300)  -0.09
P (1.787, -0.310, -1.363)  0.86
H (-0.354, -2.430, -1.421)  0.02
H (-2.169, -2.085, -1.205)  0.09
H (-1.774, 1.532, -0.339)  0.10
H (-1.624, 0.586, 1.053)  0.04
H (-2.943, 0.213, -0.027)  0.09
H (-0.088, 1.825, 0.974)  0.07
H (0.812, 2.123, -0.577)  0.08
H (1.577, 1.495, 0.941)  0.06
H (0.304, -1.776, 1.267)  0.05
H (0.404, -0.306, 2.134)  0.06
H (1.878, -1.041, 1.463)  0.10
H (2.795, 0.594, -0.930)  -0.10
H (1.155, 0.733, -1.980)  -0.11

No. 4
# C6H14

A structure of composition C6H14 in a non-equilibrium geometry (ωB97M-V with the def2-TZVPD basis set, the Open Molecules 2025 dataset).

Calculated values
LUMO in eV: -0.2
Relative energy (zero: lowest compared OMol25 entry of this formula, charge and spin) in kcal per mole: 182.3
Frontier orbital gap in eV: 5.727
Net charge: 0

Last column: Löwdin charge in e.
Geometry (Å):
C (2.504, -0.086, -1.458)  -0.10
C (2.208, -0.565, 0.055)  -0.26
C (0.851, -0.231, 0.602)  -0.12
C (-0.196, -1.186, 0.305)  -0.46
C (-0.923, -0.987, -0.900)  0.05
C (-1.762, -1.009, 0.868)  -0.05
H (3.085, -0.912, -1.881)  0.05
H (3.031, 0.858, -1.408)  0.06
H (1.600, -0.190, -2.045)  0.04
H (2.473, -1.586, 0.072)  0.07
H (2.852, 0.120, 0.605)  0.09
H (-3.852, 6.369, 1.588)  0.00
H (0.733, 0.467, 1.396)  0.06
H (-0.103, -2.233, 0.576)  0.13
H (-0.933, 0.073, -1.097)  0.08
H (-4.447, 6.190, 1.208)  0.00
H (-0.974, -1.778, -1.662)  0.09
H (-2.425, -0.195, 0.616)  0.08
H (-1.522, -1.136, 1.937)  0.10
H (-2.199, -1.983, 0.623)  0.08

No. 5
# C6H14BBr

The molecule C6H14BBr in a non-equilibrium geometry (ωB97M-V with the def2-TZVPD basis set, the Open Molecules 2025 dataset).

Calculated values
LUMO in eV: 0.4
Relative energy (zero: lowest compared OMol25 entry of this formula, charge and spin) in kcal per mole: 17.9
Frontier orbital gap in eV: 9.939
Net charge: 0

Last column: Löwdin charge in e.
Geometry (Å):
C (1.919, 1.821, 1.474)  -0.12
C (2.302, 0.901, 0.366)  -0.26
C (1.395, -0.291, 0.742)  -0.30
C (0.137, -0.633, -0.094)  -0.18
B (-1.482, -0.705, 0.410)  -0.73
Br (-1.688, 0.204, 2.015)  0.84
C (-2.733, -0.803, -0.673)  -0.23
C (-2.230, -0.809, -2.138)  -0.12
H (2.127, 1.426, 2.408)  0.06
H (0.854, 1.952, 1.420)  0.06
H (2.467, 2.762, 1.231)  0.09
H (3.225, 0.184, 0.256)  0.13
H (2.454, 1.280, -0.606)  0.08
H (1.292, -0.127, 1.720)  0.02
H (2.109, -1.150, 0.738)  0.11
H (0.369, -0.315, -1.078)  0.07
H (0.404, -1.762, -0.019)  0.12
H (-3.306, 0.117, -0.424)  0.09
H (-3.350, -1.605, -0.293)  0.08
H (-1.474, -1.559, -2.209)  0.06
H (-2.954, -1.031, -2.886)  0.06
H (-1.835, 0.145, -2.359)  0.06

No. 6
# C6H14BNO2

A cluster of 2 separate species, C6H14BNO2 in total in a non-equilibrium geometry (ωB97M-V with the def2-TZVPD basis set, the Open Molecules 2025 dataset).

Calculated values
LUMO in eV: 0.6
Relative energy (zero: lowest compared OMol25 entry of this formula, charge and spin) in kcal per mole: 42.6
Frontier orbital gap in eV: 10.257
Net charge: 0

Last column: Löwdin charge in e.
Geometry (Å):
B (3.438, 0.094, 0.028)  -0.36
C (1.678, -1.311, -0.367)  -0.11
C (1.299, -0.164, 0.610)  -0.27
C (-1.809, -0.048, 1.247)  -0.07
C (-2.015, 1.135, -0.950)  -0.08
C (0.252, 0.789, 0.030)  -0.12
C (-1.153, 0.192, -0.110)  -0.43
N (3.052, -0.998, -0.720)  0.15
O (2.501, 0.575, 0.851)  0.13
O (5.277, 0.945, -0.110)  -0.19
H (1.607, -2.293, 0.116)  0.13
H (1.034, -1.309, -1.252)  0.12
H (0.969, -0.554, 1.578)  0.15
H (-1.896, 0.885, 1.798)  0.09
H (-1.235, -0.751, 1.844)  0.07
H (-2.807, -0.459, 1.111)  0.08
H (-3.042, 0.781, -0.989)  0.08
H (-1.636, 1.202, -1.966)  0.08
H (-2.014, 2.133, -0.517)  0.08
H (0.208, 1.671, 0.673)  0.13
H (0.610, 1.116, -0.950)  0.13
H (-1.082, -0.769, -0.632)  0.13
H (3.529, -1.551, -1.406)  0.13
H (5.288, 1.422, 0.719)  -0.04

No. 7
# C6H14Br2NOP

A cluster of 3 separate species, C6H14Br2NOP in total in a non-equilibrium geometry (ωB97M-V with the def2-TZVPD basis set, the Open Molecules 2025 dataset).

Calculated values
LUMO in eV: -0.7
Relative energy (zero: lowest compared OMol25 entry of this formula, charge and spin) in kcal per mole: 0.0
Frontier orbital gap in eV: 8.267
Net charge: 0

Last column: Löwdin charge in e.
Geometry (Å):
C (-2.956, 0.969, -0.156)  -0.04
C (-1.499, 0.926, -0.466)  -0.42
C (-1.034, 2.262, -1.004)  -0.03
N (-0.648, 0.017, -0.313)  0.08
C (-0.813, -1.334, 0.213)  -0.43
C (-0.093, -1.506, 1.541)  -0.06
C (0.030, -2.176, -0.747)  -0.08
H (-3.346, 1.310, -1.091)  0.07
H (-3.367, -0.058, -0.026)  0.08
H (-3.158, 1.808, 0.522)  0.09
H (-1.352, 2.433, -1.994)  0.06
H (-0.044, 2.403, -0.885)  0.03
H (-1.756, 2.988, -0.403)  0.12
H (-1.954, -1.570, 0.268)  0.15
H (-0.503, -2.411, 1.929)  0.08
H (0.916, -1.452, 1.409)  0.02
H (-0.367, -0.770, 2.255)  0.07
H (0.197, -3.154, -0.372)  0.06
H (0.955, -1.590, -0.834)  0.04
H (-0.422, -2.288, -1.758)  0.09
O (3.731, -0.646, -1.424)  -0.57
P (3.297, 0.015, -0.172)  0.40
Br (4.558, -1.112, 1.419)  0.07
Br (4.993, 2.522, 0.340)  0.33
H (4.635, 2.415, 1.748)  -0.20

No. 8
# C6H14Br2NOP

A cluster of 3 separate species, C6H14Br2NOP in total in a non-equilibrium geometry (ωB97M-V with the def2-TZVPD basis set, the Open Molecules 2025 dataset).

Calculated values
LUMO in eV: -0.7
Relative energy (zero: lowest compared OMol25 entry of this formula, charge and spin) in kcal per mole: 0.4
Frontier orbital gap in eV: 8.727
Net charge: 0

Last column: Löwdin charge in e.
Geometry (Å):
C (-0.476, -1.911, 1.154)  -0.03
C (-0.179, -0.408, 1.108)  -0.41
C (0.085, 0.193, 2.434)  -0.08
N (-0.268, 0.311, 0.055)  0.01
C (-0.900, -0.095, -1.202)  -0.40
C (-0.090, 0.803, -2.254)  -0.04
C (-2.405, 0.278, -1.092)  -0.06
H (-0.437, -2.348, 2.145)  0.07
H (-1.484, -1.991, 0.669)  0.09
H (0.079, -2.681, 0.566)  0.08
H (-0.039, 1.239, 2.219)  0.01
H (1.109, -0.094, 2.865)  0.12
H (-0.684, 0.025, 3.177)  0.08
H (-0.678, -1.159, -1.354)  0.12
H (0.299, 1.695, -1.762)  0.02
H (0.809, 0.230, -2.445)  0.07
H (-0.769, 0.991, -3.061)  0.06
H (-2.811, 0.670, -2.137)  0.11
H (-2.702, 0.847, -0.200)  0.07
H (-3.001, -0.646, -0.989)  0.06
O (1.815, 3.759, -0.483)  -0.54
P (1.506, 2.766, 0.466)  0.58
Br (3.281, 1.288, 0.077)  0.13
Br (3.829, -2.596, -0.151)  0.22
H (4.109, -1.166, 0.197)  -0.34

No. 9
# C6H14BrNO3PS

The ion C6H14BrNO3PS with charge +1 in a non-equilibrium geometry (ωB97M-V with the def2-TZVPD basis set, the Open Molecules 2025 dataset).

Calculated values
LUMO in eV: -3.4
Frontier orbital gap in eV: 9.311
Net charge: +1

Last column: Löwdin charge in e.
Geometry (Å):
C (2.310, 1.090, 0.777)  -0.07
C (2.355, 0.612, -0.688)  -0.28
C (1.011, 0.285, -1.302)  -0.63
Br (1.235, 0.327, -3.254)  0.80
C (0.463, -1.112, -0.986)  -0.30
C (0.580, -1.627, 0.434)  -0.04
N (-0.528, -0.884, 1.085)  0.12
C (-1.670, -1.022, 0.036)  -0.35
P (-2.788, 0.450, 0.130)  0.15
O (-3.278, 0.460, 1.635)  -0.16
O (-1.830, 1.713, 0.021)  -0.19
S (-4.169, 0.432, -1.192)  0.40
O (-1.000, -1.091, -1.142)  -0.07
H (1.505, 0.678, 1.367)  0.04
H (2.301, 2.167, 0.826)  0.08
H (3.231, 0.789, 1.257)  0.08
H (3.061, -0.205, -0.790)  0.12
H (2.764, 1.428, -1.262)  0.09
H (0.271, 1.043, -1.102)  0.08
H (0.767, -1.784, -1.771)  0.13
H (1.556, -1.505, 0.870)  0.14
H (0.260, -2.655, 0.364)  0.15
H (-0.720, -1.282, 2.004)  0.20
H (-0.341, 0.120, 1.136)  0.14
H (-2.214, -1.917, 0.326)  0.15
H (-3.111, 1.330, 2.048)  0.11
H (-2.020, 2.159, -0.827)  0.10

No. 10
# C6H14BrP

The molecule C6H14BrP in a non-equilibrium geometry (ωB97M-V with the def2-TZVPD basis set, the Open Molecules 2025 dataset).

Calculated values
LUMO in eV: 0.8
Relative energy (zero: lowest compared OMol25 entry of this formula, charge and spin) in kcal per mole: 38.5
Frontier orbital gap in eV: 9.766
Net charge: 0

Last column: Löwdin charge in e.
Geometry (Å):
C (-2.571, -0.639, 0.445)  -0.13
C (-1.474, -0.498, -0.594)  -0.33
C (-0.134, -0.922, 0.055)  -0.56
C (0.205, -2.423, -0.132)  -0.15
P (1.260, 0.196, -0.739)  0.62
Br (3.011, -0.604, 0.303)  0.34
C (0.817, 1.717, 0.238)  -0.46
C (2.019, 2.569, -0.185)  -0.26
H (-2.485, -1.564, 1.149)  0.09
H (-2.587, 0.341, 1.127)  0.11
H (-3.600, -0.710, -0.169)  0.10
H (-1.496, 0.459, -1.060)  0.07
H (-1.506, -1.051, -1.507)  0.09
H (-0.053, -0.807, 1.076)  0.06
H (0.247, -2.593, -1.122)  0.02
H (1.133, -2.718, 0.175)  -0.02
H (-0.521, -3.155, 0.501)  0.14
H (-0.049, 2.092, -0.131)  0.02
H (0.713, 1.773, 1.379)  0.12
H (2.912, 2.034, -0.127)  -0.04
H (1.934, 2.979, -1.155)  0.04
H (2.225, 3.525, 0.473)  0.11

Number 1: total energy -656.30790 Eh. Number 2: total energy -577.47915 Eh. Number 3: total energy -577.67479 Eh. Number 4: total energy -236.72083 Eh. Number 5: total energy -2835.79141 Eh. Number 6: total energy -467.14083 Eh. Number 7: total energy -5856.36453 Eh. Number 8: total energy -5856.36395 Eh. Number 9: total energy -3830.85549 Eh. Number 10: total energy -3152.32177 Eh.